Entry 1:
The following is a quantum chemistry calculation of C6H10 as an isolated structure, from OMol25.

Geometry as XYZ:
```
16
C6H10, DFT ωB97M-V/def2-TZVPD
C 1.915 -0.891 0.108
C 0.409 -1.135 -0.035
C -0.585 -0.241 0.078
C -1.976 -0.714 -0.124
C -0.397 1.201 0.301
C 0.499 1.943 -0.297
H 2.267 -0.307 -0.933
H 2.558 -2.065 0.087
H 2.235 -0.152 1.133
H 0.096 -2.211 -0.207
H -2.101 -1.837 -0.004
H -2.447 -0.378 -1.094
H -2.711 -0.143 0.667
H -1.028 1.654 1.048
H 0.644 3.003 0.037
H 1.295 1.456 -0.918
```

HOMO, hartree: -0.322
LUMO, eV: 1.06
Frontier orbital gap, hartree: 0.361
F_max, eV/A: 4.43
Energy relative to the best compared isomer or geometry (same formula, charge and spin), kJ/mol: 283.8
Electronic energy, eV: -6380.9177

Charges computed using Mulliken, reported in e: C -0.9766; C -0.3085; C 0.9115; C -1.1829; C -0.3054; C -0.5862; H 0.2297; H 0.2580; H 0.2515; H 0.1716; H 0.3249; H 0.2675; H 0.2508; H 0.2969; H 0.2521; H 0.1451

=====

Entry 2:
The following is a quantum chemistry calculation of C29H54N8NdOS as an isolated structure, from OMol25.

Geometry as XYZ:
```
94
C29H54N8NdOS, DFT ωB97M-V/def2-TZVPD
Nd -1.791 -0.513 -0.087
N -3.836 -1.927 -0.930
C -5.003 -1.680 -0.054
C -5.254 -0.179 0.083
N -4.097 0.548 0.659
C -4.155 0.693 2.136
C -3.357 -0.384 2.875
N -1.922 -0.301 2.513
H -3.634 -2.930 -0.875
H -4.122 -1.755 -1.900
H -5.914 -2.137 -0.453
H -4.794 -2.130 0.919
H -5.452 0.226 -0.916
H -6.151 -0.024 0.692
H -4.194 1.496 0.298
H -3.729 1.664 2.410
H -5.193 0.669 2.488
H -3.520 -0.243 3.951
H -3.714 -1.384 2.612
H -1.538 0.548 2.940
H -1.449 -1.075 2.986
C 5.377 0.785 1.430
C 5.035 0.001 0.151
C 5.785 -1.331 0.169
C 5.475 0.810 -1.082
C 3.540 -0.178 0.075
C 2.885 -1.404 -0.061
C 1.504 -1.439 -0.108
N 0.711 -0.360 -0.055
C 1.330 0.843 0.055
C 2.712 0.943 0.126
C 0.476 2.057 0.084
C 1.035 3.334 0.116
C 0.246 4.483 0.106
C -1.133 4.264 0.060
C -1.621 2.975 0.050
N -0.863 1.868 0.064
C 0.808 5.879 0.151
C 0.341 6.636 -1.103
C 0.262 6.573 1.411
C 2.337 5.895 0.200
H 6.453 0.907 1.499
H 5.039 0.247 2.313
H 4.930 1.775 1.436
H 6.851 -1.143 0.255
H 5.623 -1.894 -0.747
H 5.490 -1.937 1.023
H 6.556 0.914 -1.074
H 5.039 1.806 -1.088
H 5.189 0.303 -2.002
H 3.443 -2.325 -0.109
H 0.996 -2.398 -0.193
H 3.174 1.908 0.228
H 2.102 3.459 0.151
H -1.818 5.096 0.026
H -2.694 2.818 0.028
H -0.739 6.743 -1.134
H 0.670 6.129 -2.009
H 0.769 7.634 -1.097
H -0.822 6.646 1.397
H 0.661 7.581 1.463
H 0.564 6.040 2.310
H 2.767 5.446 -0.693
H 2.708 5.385 1.085
H 2.687 6.921 0.248
C -0.736 1.694 -3.476
C -1.463 0.382 -3.481
N -1.805 -0.126 -4.655
O -1.754 -0.208 -2.416
H -0.381 1.970 -4.464
H 0.109 1.643 -2.789
H -1.411 2.472 -3.119
H -1.591 0.338 -5.525
H -2.310 -1.000 -4.713
C -0.807 -6.525 -1.002
N -0.845 -5.099 -0.710
C -1.192 -4.295 -1.861
C -0.727 -4.606 0.533
S -1.520 -3.140 0.997
N -0.069 -5.266 1.485
C -0.251 -4.942 2.883
C 0.999 -6.219 1.246
H -1.609 -6.751 -1.703
H -0.985 -7.103 -0.102
H 0.134 -6.830 -1.461
H -0.495 -4.530 -2.670
H -1.137 -3.218 -1.634
H -2.199 -4.541 -2.210
H -1.269 -4.607 3.065
H 0.443 -4.162 3.203
H -0.065 -5.836 3.473
H 1.360 -6.164 0.226
H 0.684 -7.239 1.473
H 1.827 -5.971 1.910
```

HOMO (spin up / spin down), hartree: -0.609 / -0.609
LUMO (spin up / spin down), eV: -7.90 / -7.82
Frontier orbital gap (spin up / spin down), hartree: 0.318 / 0.321
F_max, eV/A: 0.88
Energy relative to the best compared isomer or geometry (same formula, charge and spin), kJ/mol: 0.0
Total charge: +3
Spin multiplicity: 4
Electronic energy, eV: -71013.3098

Charges computed using Mulliken, reported in e: Nd 1.1479; N -0.3187; C -0.4806; C -0.9570; N 0.0752; C -0.7893; C -0.4702; N -0.5006; H 0.1631; H 0.2658; H 0.5163; H 0.2477; H 0.4621; H 0.3568; H 0.2684; H 0.3827; H 0.3919; H 0.5234; H 0.1710; H 0.3180; H 0.2396; C -1.5326; C 1.7185; C -2.1060; C -1.4995; C 0.3650; C -0.8330; C -0.2502; N 0.1394; C -0.1643; C -0.5326; C 0.3495; C -0.4758; C -0.0681; C -0.9968; C -0.7225; N 0.3905; C 1.8506; C -1.5651; C -1.5676; C -2.1071; H 0.4617; H 0.3861; H 0.3360; H 0.4309; H 0.4041; H 0.4484; H 0.4535; H 0.3373; H 0.3775; H 0.6111; H 0.2210; H 0.3951; H 0.6714; H 0.5662; H 0.2795; H 0.3530; H 0.3733; H 0.4621; H 0.3742; H 0.4623; H 0.3767; H 0.4577; H 0.4623; H 0.4290; C -0.7538; C 0.6529; N -0.3460; O -0.6289; H 0.4294; H 0.0529; H 0.2385; H 0.2346; H 0.2273; C -1.2749; N 0.2390; C -0.9356; C 0.1343; S -0.0467; N 0.1170; C -1.1628; C -1.2165; H 0.3836; H 0.4300; H 0.3932; H 0.4183; H 0.1254; H 0.3875; H 0.4278; H 0.3231; H 0.4026; H 0.3838; H 0.3851; H 0.4427

=====

Entry 3:
The following is a quantum chemistry calculation of C4H6O2 in the gas phase, from OMol25.

Geometry as XYZ:
```
12
C4H6O2, DFT ωB97M-V/def2-TZVPD
C 1.083 -0.009 -0.783
C -0.113 -0.407 0.136
C 0.092 0.541 1.291
O -0.429 1.626 1.374
C -1.540 -0.288 -0.390
O -2.193 -1.247 -0.729
H 1.601 -0.897 -1.142
H 1.823 0.578 -0.218
H 0.784 0.615 -1.628
H 0.004 -1.449 0.450
H 0.875 0.213 2.004
H -1.988 0.724 -0.364
```

HOMO, hartree: -0.359
LUMO, eV: 0.68
Frontier orbital gap, hartree: 0.384
F_max, eV/A: 0.60
Energy relative to the best compared isomer or geometry (same formula, charge and spin), kJ/mol: 127.5
Structure (SMILES): CC(C=O)C=O
Electronic energy, eV: -8339.1398

Charges computed using Mulliken, reported in e: C -1.2203; C 0.5384; C -0.2625; O -0.4836; C -0.1695; O -0.4681; H 0.3195; H 0.3570; H 0.3342; H 0.2792; H 0.4166; H 0.3591

=====

Entry 4:
The following is a quantum chemistry calculation of a 2-piece molecular cluster, C8H4F4INS overall, from OMol25.

Geometry as XYZ:
```
19
C8H4F4INS, DFT ωB97M-V/def2-TZVPD
C 0.799 1.962 -0.915
C 0.063 0.986 -1.567
C 1.018 1.889 0.453
C -0.474 -0.094 -0.874
C -0.247 -0.197 0.502
C 0.493 0.814 1.144
C -0.237 -0.955 2.635
C -1.265 -1.108 -1.650
N -0.635 -1.181 1.368
F -0.514 -1.825 3.588
F -0.505 -1.840 -2.474
F -1.922 -1.985 -0.864
F -2.201 -0.526 -2.416
S 0.663 0.484 2.860
I 3.377 -0.862 0.250
H 1.221 2.776 -1.482
H -0.100 1.050 -2.630
H 1.603 2.629 0.969
H -1.137 -2.019 1.105
```

HOMO, hartree: -0.247
LUMO, eV: -1.53
Frontier orbital gap, hartree: 0.191
F_max, eV/A: 2.48
Energy relative to the best compared isomer or geometry (same formula, charge and spin), kJ/mol: 0.0
Electronic energy, eV: -39656.4082

Charges computed using Mulliken, reported in e: C -0.6077; C -0.7744; C -0.5239; C 0.2628; C -0.3263; C 1.0768; C 0.4546; C 0.8211; N 0.0460; F -0.1755; F -0.2366; F -0.3225; F -0.2500; S -0.0486; I -0.8389; H 0.4025; H 0.4346; H 0.3873; H 0.2187

=====

Entry 5:
The following is a quantum chemistry calculation of a 3-piece molecular cluster, C17H40N2O5P overall, from OMol25.

Geometry as XYZ:
```
65
C17H40N2O5P, DFT ωB97M-V/def2-TZVPD
C -6.109 -1.734 2.320
C -5.257 -0.721 2.382
N -4.399 0.520 2.318
C -3.585 0.713 3.586
N -3.885 -0.434 4.489
C -3.608 0.605 1.034
C -2.339 -0.392 0.941
P -2.542 -1.802 -0.330
O -2.508 -1.114 -1.732
O -3.999 -2.655 -0.044
C -4.633 -3.104 -1.285
C -6.155 -3.585 -0.877
O -1.130 -2.796 -0.143
C -1.494 -4.196 0.068
C -1.999 -4.521 1.593
H -6.803 -2.650 2.283
H -5.086 1.316 2.291
H -3.976 1.669 4.133
H -2.461 0.896 3.402
H -3.977 -0.158 5.479
H -3.251 -1.237 4.352
H -4.342 0.282 0.181
H -3.340 1.711 0.800
H -1.988 -0.838 1.943
H -1.447 0.252 0.543
H -4.106 -4.017 -1.752
H -4.797 -2.244 -2.059
H -6.103 -3.913 0.232
H -6.897 -2.704 -0.998
H -6.461 -4.443 -1.582
H -0.532 -4.835 -0.118
H -2.268 -4.595 -0.705
H -1.574 -3.720 2.326
H -3.152 -4.580 1.611
H -1.585 -5.576 1.882
C 1.421 -1.487 -1.538
C 2.120 -1.817 -0.231
O 3.537 -1.854 -0.341
C 4.173 -0.643 -0.727
C 3.955 0.495 0.256
H 1.764 -2.147 -2.339
H 0.340 -1.594 -1.430
H 1.623 -0.459 -1.851
H 1.811 -2.817 0.087
H 1.817 -1.130 0.565
H 3.867 -0.355 -1.738
H 5.245 -0.859 -0.777
H 2.908 0.813 0.273
H 4.562 1.361 -0.020
H 4.219 0.186 1.271
C 4.191 3.964 -2.352
C 4.814 4.606 -1.125
O 6.234 4.523 -1.104
C 6.921 5.170 -2.168
C 6.686 6.670 -2.215
H 4.555 2.942 -2.483
H 3.101 3.943 -2.260
H 4.436 4.519 -3.262
H 4.463 4.074 -0.236
H 4.492 5.645 -1.014
H 6.673 4.701 -3.125
H 7.987 4.990 -2.001
H 5.649 6.904 -2.472
H 7.329 7.135 -2.966
H 6.891 7.125 -1.242
```

HOMO, hartree: -0.402
LUMO, eV: -3.33
Frontier orbital gap, hartree: 0.280
F_max, eV/A: 8.01
Total charge: +1
Electronic energy, eV: -40771.6302

Charges computed using Mulliken, reported in e: C -0.4596; C -0.1096; N 0.2519; C -0.3230; N -0.4802; C -0.8115; C -0.5162; P 0.6744; O -0.7340; O -0.0162; C -0.2572; C -0.7964; O -0.3366; C -0.2507; C -0.7347; H 0.4214; H 0.4656; H 0.3844; H 0.2811; H 0.2546; H 0.2006; H 0.3972; H 0.3225; H 0.4076; H 0.2889; H 0.2724; H 0.2719; H 0.0684; H 0.2768; H 0.3496; H 0.4165; H 0.1496; H 0.1887; H 0.1417; H 0.3557; C -0.7950; C -0.1362; O -0.4476; C -0.3945; C -0.8480; H 0.2978; H 0.1529; H 0.2789; H 0.1848; H 0.2109; H 0.2765; H 0.3769; H 0.2036; H 0.3054; H 0.3063; C -1.0986; C -0.3745; O -0.4090; C -0.3046; C -1.0204; H 0.2906; H 0.3787; H 0.3449; H 0.3271; H 0.3397; H 0.2936; H 0.3173; H 0.2535; H 0.3862; H 0.2869

=====

Entry 6:
The following is a quantum chemistry calculation of C3H3MgO4Tm as an isolated structure, from OMol25.

Geometry as XYZ:
```
12
C3H3MgO4Tm, DFT ωB97M-V/def2-TZVPD
O -2.629 0.952 -0.256
C -3.011 -0.225 0.079
O -3.875 -0.459 0.921
Mg -0.971 1.938 -0.523
O 0.398 0.423 -0.775
C 0.748 -0.761 -0.374
C 2.163 -0.728 0.195
O 2.760 0.497 0.422
Tm 1.950 2.204 -0.016
H 2.749 -1.355 -0.519
H 2.097 -1.348 1.120
H -2.380 -1.137 -0.274
```

HOMO (spin up / spin down), hartree: -0.280 / -0.279
LUMO (spin up / spin down), eV: -1.93 / -1.90
Frontier orbital gap (spin up / spin down), hartree: 0.209 / 0.210
F_max, eV/A: 2.93
Spin multiplicity: 3
Electronic energy, eV: -46320.9908

Charges computed using Mulliken, reported in e: O -0.5290; C 0.2342; O -0.5536; Mg 0.9143; O -0.2770; C -0.5276; C -0.0385; O -0.6105; Tm 0.5242; H 0.2855; H 0.3261; H 0.2518